Entry from the OMol25 dataset: a cluster of 2 separate species, C6H9F2NO2 in total at a distorted geometry (ωB97M-V/def2-TZVPD).

Output
Gap between HOMO and LUMO, eV: 9.079
HOMO, eV: -8.617
Energy relative to the best compared isomer or geometry (same formula, charge and spin), kcal/mol: 91.8

Geometry as XYZ:
```
20
Properties=species:S:1:pos:R:3:nbo_charge:R:1
C 2.64 -1.45 0.32 0.768
C 1.21 0.66 0.56 -0.446
C 0.12 0.74 -0.54 -0.549
C 1.35 -0.88 0.94 -0.201
C -0.45 -0.61 -0.66 0.101
C -3.40 -1.30 -0.08 0.411
N 0.14 -1.42 0.10 -0.539
O 2.66 -1.37 -1.05 -0.665
O 3.48 -1.88 1.10 -0.545
F -3.70 -0.87 1.17 -0.360
F -4.28 -0.77 -0.92 -0.350
H 2.12 1.11 0.31 0.227
H 0.97 1.10 1.47 0.230
H -0.77 1.38 -0.33 0.265
H 0.47 0.95 -1.59 0.248
H 1.17 -1.14 1.95 0.231
H -3.53 -2.33 -0.19 0.115
H -2.45 -0.87 -0.34 0.162
H 1.87 -0.89 -1.35 0.493
H 0.25 -2.39 0.19 0.405
```

Entry from the OMol25 dataset: a structure of composition C36H37NP2SZr at a distorted geometry (ωB97M-V/def2-TZVPD).

Output
Gap between HOMO and LUMO, eV: 5.407
HOMO, eV: -13.275
Energy relative to the best compared isomer or geometry (same formula, charge and spin), kcal/mol: 63.0
Total charge: +2

Geometry as XYZ:
```
78
Properties=species:S:1:pos:R:3:lowdin_charge:R:1
Zr 0.66 -0.78 0.57 1.166
C -1.59 0.13 5.42 -0.117
C -2.46 -0.01 4.42 -0.134
C -3.23 1.11 3.79 -0.165
C -2.48 1.68 2.57 -0.189
C -1.25 2.44 2.84 -0.155
C -0.63 2.61 4.01 -0.102
C -1.31 2.71 5.38 -0.172
C -1.45 1.39 6.20 -0.179
C 2.44 -2.05 0.29 -0.300
H -0.93 -0.68 5.76 0.104
H -2.67 -1.01 4.02 0.082
H -3.47 1.89 4.52 0.109
H -4.17 0.68 3.43 0.119
H -2.17 0.84 1.94 0.068
H -3.17 2.25 1.94 0.118
H -0.68 2.73 1.97 0.070
H 0.38 3.05 4.05 0.104
H -2.28 3.24 5.35 0.112
H -0.67 3.36 6.01 0.113
H -0.59 1.32 6.89 0.110
H -2.35 1.47 6.83 0.126
H 2.78 -2.47 1.25 0.018
H 3.23 -1.34 0.00 0.006
H 2.52 -2.86 -0.46 0.005
P -0.12 -1.65 -1.94 0.964
P 1.27 0.79 -1.28 0.890
C -0.97 -0.13 -2.44 -0.257
C -0.39 1.04 -2.03 -0.215
C -0.29 -2.78 -3.38 -0.377
C -1.26 -2.55 -4.37 -0.074
C -1.75 -3.62 -5.12 -0.046
C -1.17 -4.88 -4.99 -0.042
C -0.02 -5.05 -4.20 -0.051
C 0.45 -3.99 -3.42 -0.084
C -1.35 -2.28 -0.78 -0.368
C -1.57 -1.46 0.40 -0.310
C -2.00 -2.16 1.57 -0.031
C -2.71 -3.35 1.40 -0.010
C -2.72 -4.03 0.17 0.016
C -1.96 -3.54 -0.89 -0.025
C 2.28 0.80 -2.84 -0.305
C 2.12 -0.19 -3.84 -0.102
C 2.43 0.07 -5.17 -0.050
C 3.09 1.26 -5.53 -0.039
C 3.44 2.16 -4.52 -0.041
C 3.05 1.93 -3.19 -0.061
C 1.76 2.34 -0.44 -0.422
C 3.03 2.37 0.15 -0.145
C 3.46 3.53 0.79 -0.042
C 2.63 4.66 0.82 -0.027
C 1.34 4.59 0.28 -0.043
C 0.89 3.42 -0.33 -0.092
H -1.89 -0.23 -2.99 0.091
H -0.77 2.04 -2.17 0.092
H -1.67 -1.55 -4.52 0.099
H -2.58 -3.47 -5.80 0.122
H -1.59 -5.74 -5.52 0.124
H 0.50 -6.01 -4.18 0.123
H 1.36 -4.09 -2.83 0.114
H -1.91 -0.43 0.24 0.121
H -1.88 -1.67 2.54 0.084
H -3.31 -3.76 2.21 0.135
H -3.34 -4.93 0.02 0.141
H -1.84 -4.12 -1.80 0.118
H 1.70 -1.16 -3.58 0.059
H 2.16 -0.64 -5.95 0.120
H 3.31 1.48 -6.58 0.125
H 4.00 3.06 -4.77 0.123
H 3.34 2.65 -2.42 0.105
H 3.67 1.49 0.13 0.115
H 4.46 3.57 1.24 0.127
H 2.99 5.59 1.26 0.125
H 0.69 5.47 0.31 0.124
H -0.13 3.35 -0.72 0.094
S 1.64 0.36 2.53 0.587
C 1.75 -0.05 4.15 -0.730
N 1.88 -0.18 5.31 0.130
```

Entry from the OMol25 dataset: a cluster of 2 separate species, C48H44N3O4 in total at a distorted geometry (ωB97M-V/def2-TZVPD).

Output
Gap between HOMO and LUMO, eV: 4.478
HOMO, eV: -9.142
Energy relative to the best compared isomer or geometry (same formula, charge and spin), kcal/mol: 1.4
Total charge: +1

Geometry as XYZ:
```
99
Properties=species:S:1:pos:R:3:lowdin_charge:R:1
H 0.62 -1.92 -0.97 0.047
C 2.26 -3.04 -1.83 0.123
H 2.75 -2.08 -1.60 0.165
C 2.22 -4.07 -0.84 -0.041
C 2.62 -3.89 0.59 -0.429
O 2.67 -4.84 1.39 0.097
O 2.95 -2.64 0.90 0.012
C 3.61 -2.62 2.20 -0.182
C 3.79 -1.17 2.54 -0.061
C 2.04 -5.36 -1.28 0.073
N 1.71 -5.59 -2.58 0.138
C 1.47 -4.58 -3.45 0.074
C 1.69 -3.27 -3.08 -0.066
C 1.50 -2.25 -4.15 -0.466
O 0.87 -2.45 -5.19 0.106
O 2.09 -1.08 -3.86 0.014
C 2.02 -0.19 -5.03 -0.187
C 2.62 1.12 -4.62 -0.053
H 2.96 -3.11 2.93 0.131
H 4.56 -3.15 2.12 0.142
H 4.38 -1.09 3.46 0.093
H 4.30 -0.62 1.74 0.096
H 2.82 -0.68 2.74 0.050
H 2.25 -6.20 -0.63 0.160
H 1.57 -6.54 -2.87 0.181
H 1.22 -4.85 -4.46 0.159
H 2.54 -0.68 -5.87 0.143
H 0.96 -0.06 -5.29 0.103
H 2.64 1.78 -5.49 0.086
H 2.04 1.62 -3.84 0.086
H 3.64 0.96 -4.28 0.083
C -6.05 4.35 -3.76 -0.079
C -5.86 3.18 -4.51 -0.079
C -4.66 2.49 -4.42 -0.007
C -3.61 2.99 -3.62 -0.235
N -2.33 2.39 -3.71 -0.039
C -1.29 3.12 -4.34 -0.229
C -0.62 4.10 -3.61 -0.020
C 0.29 4.94 -4.24 -0.071
C 0.59 4.76 -5.60 -0.087
C -0.04 3.74 -6.32 -0.086
C -0.99 2.93 -5.69 -0.019
C -1.96 1.29 -2.90 -0.194
C -1.18 0.29 -3.49 0.013
C -0.84 -0.80 -2.71 -0.027
C -1.00 -0.73 -1.32 -0.197
C -0.31 -1.80 -0.50 -0.106
C 0.05 -1.50 0.92 -0.230
C -0.11 -2.48 1.90 -0.034
C -0.30 -2.08 3.23 0.017
C -0.02 -0.76 3.60 -0.215
N -0.12 -0.33 4.93 -0.014
C 0.82 0.56 5.48 -0.231
C 0.41 1.48 6.47 -0.004
C 1.35 2.31 7.08 -0.073
C 2.70 2.21 6.73 -0.091
C 3.11 1.25 5.80 -0.074
C 2.18 0.42 5.18 -0.026
C -0.94 -1.03 5.85 -0.258
C -0.33 -1.77 6.88 -0.014
C -1.12 -2.35 7.87 -0.074
C -2.50 -2.17 7.86 -0.085
C -3.10 -1.42 6.86 -0.076
C -2.33 -0.89 5.82 -0.011
C 0.24 0.20 2.61 -0.010
C 0.30 -0.17 1.29 -0.043
C -1.86 0.22 -0.76 -0.025
C -2.39 1.22 -1.57 0.022
C -3.79 4.16 -2.90 -0.027
C -5.01 4.83 -2.96 -0.073
H -6.99 4.91 -3.83 0.107
H -6.66 2.81 -5.15 0.105
H -4.50 1.56 -4.96 0.116
H -0.86 4.20 -2.54 0.116
H 0.77 5.73 -3.67 0.107
H 1.32 5.40 -6.08 0.103
H 0.21 3.58 -7.37 0.109
H -1.52 2.16 -6.24 0.118
H -0.84 0.37 -4.53 0.103
H -0.48 -1.72 -3.18 0.105
H -0.75 -2.77 -0.62 0.129
H -0.13 -3.52 1.63 0.112
H -0.54 -2.82 3.99 0.121
H -0.64 1.51 6.75 0.122
H 1.02 3.04 7.82 0.109
H 3.42 2.88 7.18 0.100
H 4.16 1.14 5.54 0.101
H 2.49 -0.39 4.51 0.078
H 0.76 -1.86 6.86 0.128
H -0.63 -2.94 8.64 0.108
H -3.10 -2.60 8.65 0.100
H -4.18 -1.22 6.87 0.107
H -2.77 -0.32 5.00 0.124
H 0.43 1.23 2.90 0.128
H 0.48 0.57 0.50 0.130
H -2.11 0.20 0.27 0.114
H -3.03 2.01 -1.16 0.122
H -2.97 4.50 -2.26 0.106
H -5.14 5.74 -2.37 0.106
```

Entry from the OMol25 dataset: an isolated molecule of C4H9NO2 (ωB97M-V/def2-TZVPD).

Output
Gap between HOMO and LUMO, eV: 10.648
HOMO, eV: -9.934
Energy relative to the best compared isomer or geometry (same formula, charge and spin), kcal/mol: 19.2
SMILES: C[C@@H](CO)NC=O

Geometry as XYZ:
```
16
Properties=species:S:1:pos:R:3:nbo_charge:R:1
C -1.20 -0.19 -1.41 -0.613
C -0.37 -0.49 -0.16 -0.077
C 1.11 -0.60 -0.51 -0.068
O 1.88 -1.18 0.51 -0.733
N -0.67 0.55 0.83 -0.604
C 0.15 1.23 1.66 0.539
O 1.37 1.11 1.77 -0.647
H -2.27 -0.12 -1.18 0.207
H -1.07 -0.97 -2.16 0.221
H -0.89 0.77 -1.84 0.213
H -0.68 -1.46 0.26 0.199
H 1.18 -1.27 -1.38 0.181
H 1.50 0.38 -0.81 0.171
H 2.00 -0.47 1.16 0.497
H -1.65 0.76 0.95 0.393
H -0.39 1.96 2.29 0.119
```

Entry from the OMol25 dataset: a cluster of 2 separate species, C5H16N4 in total (ωB97M-V/def2-TZVPD).

Output
Gap between HOMO and LUMO, eV: 7.823
HOMO, eV: -6.947
Energy relative to the best compared isomer or geometry (same formula, charge and spin), kcal/mol: 88.8

Geometry as XYZ:
```
25
Properties=species:S:1:pos:R:3:nbo_charge:R:1
C -0.46 1.79 0.69 0.636
C -0.25 -2.08 0.37 -0.430
C 1.96 -0.37 -0.41 -0.442
C -0.44 -1.52 -1.97 -0.417
C -1.35 1.12 1.69 -0.696
N -0.39 -1.00 -0.60 -0.336
N 0.57 0.06 -0.45 -0.609
N -0.86 2.05 -0.58 -0.889
N 0.60 2.49 1.15 -0.775
H -1.79 1.67 -0.74 0.372
H -0.13 1.31 -1.04 0.454
H 1.17 2.94 0.44 0.401
H 1.12 2.11 1.93 0.393
H -0.17 -1.65 1.37 0.193
H -1.14 -2.71 0.33 0.196
H 0.63 -2.72 0.21 0.164
H 2.58 0.52 -0.32 0.186
H 2.29 -0.89 -1.33 0.171
H 2.20 -1.03 0.43 0.160
H 0.46 -2.07 -2.27 0.159
H -1.30 -2.20 -2.06 0.190
H -0.58 -0.69 -2.66 0.201
H -0.81 0.86 2.60 0.221
H -1.76 0.22 1.24 0.259
H -2.17 1.79 1.96 0.237
```

Entry from the OMol25 dataset: an isolated molecule of C3H10O2Si at a distorted geometry (ωB97M-V/def2-TZVPD).

Output
Gap between HOMO and LUMO, eV: 10.859
HOMO, eV: -9.933
Energy relative to the best compared isomer or geometry (same formula, charge and spin), kcal/mol: 82.1
SMILES: CC(C)OO[SiH3]

Geometry as XYZ:
```
16
Properties=species:S:1:pos:R:3:nbo_charge:R:1
C -1.28 -1.43 0.97 -0.619
C -0.07 -0.97 0.12 0.095
C -0.51 -1.05 -1.36 -0.654
O -0.09 0.38 0.57 -0.273
O 0.93 1.12 -0.29 -0.664
Si 1.64 2.55 0.24 1.187
H -2.01 -0.82 0.57 0.208
H -1.58 -2.51 0.84 0.216
H -1.21 -1.23 2.03 0.221
H 0.93 -1.57 0.36 0.181
H 0.05 -0.35 -1.99 0.239
H -1.53 -0.62 -1.27 0.201
H -0.73 -2.02 -1.84 0.224
H 2.50 2.19 1.43 -0.197
H 2.35 2.74 -1.02 -0.175
H 0.62 3.58 0.64 -0.190
```

> Which value of energy relative to the best compared isomer or geometry (same formula, charge and spin) does entry 5 give?

88.8 kcal/mol

Copy entry 5 word for word.
Entry from the OMol25 dataset: a cluster of 2 separate species, C5H16N4 in total (ωB97M-V/def2-TZVPD).

Output
Gap between HOMO and LUMO, eV: 7.823
HOMO, eV: -6.947
Energy relative to the best compared isomer or geometry (same formula, charge and spin), kcal/mol: 88.8

Geometry as XYZ:
```
25
Properties=species:S:1:pos:R:3:nbo_charge:R:1
C -0.46 1.79 0.69 0.636
C -0.25 -2.08 0.37 -0.430
C 1.96 -0.37 -0.41 -0.442
C -0.44 -1.52 -1.97 -0.417
C -1.35 1.12 1.69 -0.696
N -0.39 -1.00 -0.60 -0.336
N 0.57 0.06 -0.45 -0.609
N -0.86 2.05 -0.58 -0.889
N 0.60 2.49 1.15 -0.775
H -1.79 1.67 -0.74 0.372
H -0.13 1.31 -1.04 0.454
H 1.17 2.94 0.44 0.401
H 1.12 2.11 1.93 0.393
H -0.17 -1.65 1.37 0.193
H -1.14 -2.71 0.33 0.196
H 0.63 -2.72 0.21 0.164
H 2.58 0.52 -0.32 0.186
H 2.29 -0.89 -1.33 0.171
H 2.20 -1.03 0.43 0.160
H 0.46 -2.07 -2.27 0.159
H -1.30 -2.20 -2.06 0.190
H -0.58 -0.69 -2.66 0.201
H -0.81 0.86 2.60 0.221
H -1.76 0.22 1.24 0.259
H -2.17 1.79 1.96 0.237
```